Record 1
# C4H10O2

C4H10O2 in the gas phase (the ωB97M-V functional and the def2-TZVPD basis, OMol25).

The geometry in XYZ format:
```
16
Properties=species:S:1:pos:R:3:forces:R:3
C 2.245 0.612 1.400 0.579 -0.237 0.597
C 1.674 -0.168 0.238 0.689 -0.535 0.494
O 0.288 -0.045 0.275 -1.039 -0.184 -0.376
C -0.417 -0.789 -0.726 1.219 -0.787 0.007
C -1.867 -0.495 -0.517 -0.902 -0.718 0.169
O -2.128 0.874 -0.748 0.485 0.194 0.390
H 3.342 0.433 1.484 -0.736 0.204 -0.138
H 2.066 1.680 1.275 0.016 0.008 0.107
H 1.788 0.268 2.354 0.202 0.271 -0.616
H 1.951 -1.231 0.393 -0.033 0.248 -0.407
H 2.078 0.196 -0.715 0.009 -0.144 -0.031
H -0.195 -1.902 -0.652 -0.231 1.117 0.138
H -0.072 -0.465 -1.736 -0.306 -0.088 0.466
H -2.186 -0.797 0.525 0.375 0.229 -0.949
H -2.454 -1.097 -1.244 0.200 0.451 0.432
H -1.408 1.328 -0.269 -0.528 -0.027 -0.283
```
Forces are in eV/Å.

Values from the calculation:
relative energy (zero: lowest compared OMol25 entry of this formula, charge and spin): 108.8 kJ/mol
gap between HOMO and LUMO: 11.22 eV
LUMO energy: 1.048 eV
SMILES: CCOCCO
DFT total energy: -308.8567 hartree
strongest force on any atom: 1.5 eV/Å

Atomic partial charges in e from the natural (NBO) method, atoms 1 to 5:
1. C -0.6193
2. C -0.0570
3. O -0.5631
4. C -0.0929
5. C -0.0850



Record 2
# C17H14ClNO3SYb

A molecular structure, C17H14ClNO3SYb (the ωB97M-V functional and the def2-TZVPD basis, OMol25).

The geometry in XYZ format:
```
38
Properties=species:S:1:pos:R:3:forces:R:3
C -3.463 -0.864 -0.659 0.625 -0.396 0.631
C -2.419 -1.207 -1.570 0.216 0.371 0.509
C -1.469 -0.148 -1.555 -0.081 -0.171 0.504
H -2.381 -2.095 -2.203 -0.057 0.351 0.180
C -1.891 0.815 -0.588 0.042 -0.485 0.014
C -3.121 0.360 -0.016 0.359 -0.185 -0.255
H -3.702 0.867 0.748 0.040 -0.017 -0.238
H -4.371 -1.437 -0.519 0.092 0.054 0.141
H -0.603 -0.057 -2.214 -0.110 -0.051 0.526
H -1.381 1.754 -0.375 -0.085 -0.331 0.006
Yb -1.234 -1.181 1.143 0.026 0.990 -1.638
Cl 0.508 -2.905 1.635 -0.734 0.256 -0.097
C 3.199 0.612 0.069 -0.846 -0.323 -0.995
C 2.501 1.747 -0.450 0.096 -0.846 -0.565
C 1.955 1.387 -1.728 1.011 -0.373 0.548
H 2.479 2.744 -0.012 -0.155 -0.274 0.011
C 2.369 0.059 -2.037 -0.144 -0.046 1.328
C 3.078 -0.456 -0.886 -0.545 1.044 -0.278
H 3.313 -1.509 -0.708 0.243 0.397 -0.163
H 3.644 0.535 1.056 -0.011 0.025 -0.199
H 1.375 2.040 -2.365 0.060 0.114 -0.149
H 2.137 -0.501 -2.948 -0.009 0.151 0.318
O -2.178 -0.791 3.233 0.805 0.738 -0.030
C -1.339 0.144 3.460 1.105 0.224 -1.613
N -0.484 0.550 2.477 -1.119 -1.461 -0.216
S 0.612 1.716 2.881 0.858 0.281 -0.224
O 1.968 1.221 2.924 -1.478 0.292 0.300
O 0.336 2.923 2.140 -0.103 -0.740 0.762
C -0.050 1.780 4.541 0.053 0.507 0.515
C 0.384 2.573 5.594 -0.297 -0.224 -0.096
C -0.249 2.440 6.839 -0.052 -0.387 -0.612
C -1.287 1.497 7.000 0.253 0.206 0.070
C -1.716 0.710 5.935 0.471 0.261 -0.679
C -1.089 0.883 4.695 -0.381 -0.050 1.300
H 1.197 3.259 5.389 0.003 0.100 0.355
H 0.089 3.056 7.671 -0.180 -0.206 -0.127
H -1.745 1.365 7.978 0.070 0.093 -0.163
H -2.492 -0.043 5.990 -0.040 0.111 0.316
```
Forces are in eV/Å.

Values from the calculation:
relative energy (zero: lowest compared OMol25 entry of this formula, charge and spin): 0.0 kJ/mol
gap between HOMO and LUMO (spin up / spin down): 3.84 / 3.72 eV
LUMO energy (spin up / spin down): 1.492 / 1.370 eV
net charge: -1
2S+1: 2
expectation value of S²: 0.7508
DFT total energy: -2953.8404 hartree
strongest force on any atom: 2.0 eV/Å

Atomic partial charges in e from the natural (NBO) method, atoms 1 to 5:
1. C -0.3650
2. C -0.3586
3. C -0.3185
4. H 0.2280
5. C -0.3788



Record 3
# C24H27BrIN4O

3 unconnected molecules or ions with the total composition C24H27BrIN4O (the ωB97M-V functional and the def2-TZVPD basis, OMol25).

The geometry in XYZ format:
```
58
Properties=species:S:1:pos:R:3:forces:R:3
C -4.077 -0.159 1.021 -0.061 -0.786 -0.596
C -2.602 -0.048 0.612 -0.354 0.706 0.755
C -2.282 1.196 -0.262 -0.029 -0.644 0.832
N -2.349 0.926 -1.698 0.664 0.647 1.055
C -1.304 0.516 -2.382 0.004 -0.342 -0.957
N -1.590 0.299 -3.665 -0.120 0.206 0.830
C -2.888 0.607 -3.741 -0.882 0.003 -0.987
N -3.524 0.481 -4.915 0.218 -0.032 -0.236
Br -5.277 0.756 -5.366 0.082 -0.001 0.121
N -3.419 1.027 -2.570 0.742 -0.405 0.369
I -5.201 1.707 -1.884 -0.103 0.139 -0.191
O -2.102 -1.172 -0.070 -0.299 0.134 0.236
C -1.939 -2.335 0.744 0.553 -0.816 0.086
C -0.554 -2.482 1.353 -0.223 -0.092 -0.461
C -0.010 -1.623 2.272 -0.408 0.996 0.483
C 1.245 -1.834 2.814 0.137 0.675 0.545
C 2.000 -2.910 2.444 -0.091 -1.225 -0.833
C 1.464 -3.800 1.478 1.348 0.233 1.024
C 0.225 -3.568 0.966 -1.032 -0.286 -0.832
H -4.636 -0.512 0.143 -0.141 0.290 0.226
H -4.490 0.776 1.411 0.160 -0.050 -0.196
H -4.243 -0.925 1.786 0.247 0.181 -0.047
H -2.039 0.124 1.542 0.033 0.009 -0.243
H -2.867 2.061 0.059 -0.028 -0.091 -0.361
H -1.235 1.429 -0.046 -0.141 0.142 -0.414
H -0.332 0.366 -1.931 -0.164 0.018 0.007
H -2.935 0.180 -5.679 -0.067 0.018 0.078
H -2.075 -3.193 0.075 -0.098 0.252 0.042
H -2.698 -2.443 1.529 -0.034 0.417 -0.198
H -0.548 -0.741 2.614 -0.044 -0.201 -0.012
H 1.612 -1.132 3.559 0.013 -0.108 -0.111
H 2.974 -3.088 2.890 -0.115 -0.025 -0.115
H 2.036 -4.668 1.162 -0.050 0.146 0.020
H -0.212 -4.232 0.220 0.284 -0.074 0.139
C 5.820 -2.465 -0.365 -0.009 -0.015 0.085
C 4.470 -2.274 -0.096 0.080 0.062 -0.066
C 3.546 -2.339 -1.129 -0.022 0.001 -0.013
C 3.968 -2.614 -2.423 -0.086 0.040 0.007
C 5.315 -2.812 -2.688 0.005 0.007 -0.039
C 6.242 -2.731 -1.659 0.010 -0.021 0.016
H 6.544 -2.408 0.438 -0.005 0.005 -0.012
H 4.135 -2.065 0.911 0.041 0.008 -0.003
H 2.496 -2.173 -0.916 -0.008 -0.057 -0.014
H 3.244 -2.670 -3.227 0.014 -0.009 0.001
H 5.643 -3.026 -3.697 -0.004 0.003 0.014
H 7.295 -2.879 -1.866 -0.013 -0.004 0.004
C 0.186 5.329 2.938 -0.011 -0.002 -0.015
C -0.728 6.089 2.220 0.009 -0.001 0.011
C -1.148 5.668 0.966 -0.049 -0.012 -0.013
C -0.661 4.482 0.435 -0.018 -0.069 0.033
C 0.251 3.720 1.155 -0.078 -0.030 -0.037
C 0.677 4.145 2.405 -0.003 -0.036 0.032
H 0.516 5.660 3.915 0.001 -0.001 -0.014
H -1.112 7.011 2.638 0.016 -0.004 -0.012
H -1.856 6.265 0.403 0.016 0.004 0.008
H -0.993 4.152 -0.544 0.039 0.048 -0.024
H 0.632 2.793 0.741 0.073 0.036 0.005
H 1.392 3.555 2.964 -0.002 0.011 -0.009
```
Forces are in eV/Å.

Values from the calculation:
gap between HOMO and LUMO: 6.31 eV
LUMO energy: -4.659 eV
net charge: +1
DFT total energy: -4096.3789 hartree
strongest force on any atom: 1.7 eV/Å

Atomic partial charges in e from the natural (NBO) method, atoms 1 to 5:
1. C -0.6541
2. C 0.0971
3. C -0.2519
4. N -0.1742
5. C 0.3013



Record 4
# C23H17BrCl2F10N4V

A molecular structure, C23H17BrCl2F10N4V (the ωB97M-V functional and the def2-TZVPD basis, OMol25).

The geometry in XYZ format:
```
58
Properties=species:S:1:pos:R:3:forces:R:3
V -0.318 1.030 0.114 0.053 -0.469 -4.259
C -1.268 3.889 0.267 0.119 -0.742 0.645
N -0.286 3.016 -0.433 0.437 0.872 0.837
C -0.557 2.964 -1.923 1.214 -0.461 0.200
C -1.727 2.043 -2.142 -0.587 0.487 -2.275
N -1.590 0.895 -1.253 0.853 0.986 0.393
C -2.335 -0.275 -1.435 -0.745 -1.915 -0.307
C -3.430 -0.585 -0.580 -0.024 1.912 0.782
F -4.101 0.463 0.014 1.514 -1.148 -0.047
C -3.864 -1.863 -0.273 0.324 1.557 1.504
F -4.482 -2.044 0.894 -0.445 -0.219 -1.207
C -3.492 -2.820 -1.159 -1.726 -2.774 -1.272
F -4.233 -3.949 -1.249 1.649 1.278 0.514
C -2.604 -2.540 -2.199 0.133 -1.728 -3.098
F -2.480 -3.442 -3.224 -0.169 1.002 1.807
C -2.037 -1.323 -2.412 0.797 2.366 0.387
F -1.326 -0.998 -3.529 -0.764 -0.748 1.879
C 1.084 3.528 -0.064 1.381 0.022 -2.610
C 2.126 2.364 -0.402 0.622 1.723 2.850
N 1.487 1.053 -0.319 -0.998 1.156 0.087
C 2.200 0.015 -0.955 0.792 -1.648 -1.022
C 3.400 -0.629 -0.448 -1.239 1.785 1.000
F 4.025 -0.119 0.702 -1.539 -1.247 -2.322
C 3.977 -1.636 -1.204 1.752 0.795 0.322
F 5.216 -1.953 -0.904 -0.029 -0.728 0.499
C 3.493 -2.067 -2.428 -0.423 -2.366 -1.803
F 4.096 -3.146 -3.085 -1.419 3.138 1.639
C 2.386 -1.397 -2.983 0.901 -0.978 -1.397
F 2.036 -1.627 -4.278 0.338 0.324 2.140
C 1.812 -0.353 -2.276 0.018 0.734 -1.203
F 1.065 0.463 -3.112 0.088 -0.604 1.958
H -1.115 4.922 -0.004 0.213 0.370 0.002
H -2.239 3.595 -0.083 -0.702 -0.045 0.304
H -1.111 3.736 1.360 -0.490 0.343 -0.700
H -0.570 3.944 -2.402 -0.699 0.272 0.460
H 0.336 2.524 -2.388 -0.206 -0.236 0.250
H -2.753 2.487 -2.057 0.702 -0.258 0.561
H -1.729 1.792 -3.243 0.156 -0.353 1.014
H 1.349 4.386 -0.784 -0.510 -0.933 1.275
H 1.116 3.913 0.978 -0.093 -0.574 -0.668
H 2.799 2.469 -1.256 -0.688 0.024 -0.437
H 2.846 2.468 0.471 -0.449 -0.539 -0.825
Cl 1.603 -6.126 3.744 0.098 -0.876 0.219
C 1.505 -4.419 3.545 -0.025 0.059 1.631
Cl 1.890 -4.011 1.875 0.124 0.817 -0.173
H 2.099 -3.941 4.346 0.521 -0.072 -1.093
H 0.509 -4.126 3.819 -0.742 0.178 -0.576
Br 2.204 -0.673 4.631 -0.911 -0.398 -0.586
C 0.588 -0.554 3.610 1.827 -0.722 0.985
C -0.575 -0.184 4.246 -0.423 0.787 2.101
C -1.600 0.331 3.477 -1.739 -0.754 -1.320
C -1.489 0.110 2.097 -0.531 2.129 1.916
N -0.313 -0.210 1.486 -1.571 -1.815 1.145
C 0.663 -0.722 2.240 1.596 -1.016 -0.008
H -0.685 -0.255 5.364 0.396 0.302 -1.230
H -2.589 0.745 3.833 1.371 -0.796 -0.042
H -2.435 0.264 1.598 0.176 0.271 -1.101
H 1.422 -1.420 1.779 -0.283 1.476 0.277
```
Forces are in eV/Å.

Values from the calculation:
gap between HOMO and LUMO (spin up / spin down): 3.79 / 3.81 eV
LUMO energy (spin up / spin down): -13.348 / -13.335 eV
net charge: +3
DFT total energy: -6541.3414 hartree
strongest force on any atom: 4.3 eV/Å

Atomic partial charges in e from the natural (NBO) method, atoms 1 to 5:
1. V 1.8127
2. C -0.4190
3. N -0.4739
4. C -0.2579
5. C -0.3035